{"formula": "C4H13NO", "method": "ωB97M-V/def2-TZVPD", "charge": 0, "e_tot_ev": -7895.7061, "relative_energy_kj_mol": 92.1, "smiles": "CCNCC.O", "homo_lumo_gap_ev": 9.471, "e_homo_ha": -0.31354, "species": ["C", "C", "N", "C", "C", "H", "H", "H", "H", "H", "H", "H", "H", "H", "H", "H", "O", "H", "H"], "coordinates": [[0.545, 2.135, -0.855], [-0.326, 1.324, 0.114], [-0.689, 0.028, -0.457], [-1.412, -0.773, 0.503], [-0.958, -2.264, 0.560], [0.469, 3.200, -0.694], [1.578, 1.809, -0.905], [0.134, 1.926, -1.850], [-1.220, 1.927, 0.270], [0.172, 1.132, 1.076], [0.029, -0.503, -0.929], [-1.261, -0.364, 1.514], [-2.513, -0.781, 0.421], [-0.260, -2.396, -0.268], [-1.757, -2.989, 0.442], [-0.459, -2.437, 1.513], [2.283, -0.442, 0.134], [1.760, 0.352, 0.339], [2.884, -0.166, -0.533]], "forces_ev_per_angstrom": [[-0.62, -0.74, -0.56], [0.75, -0.28, -0.97], [-1.17, 0.38, 0.06], [-0.56, -1.22, 1.06], [0.27, 0.94, -0.28], [0.21, 0.23, 0.23], [0.20, 0.21, 0.15], [0.05, 0.21, 0.03], [-0.17, -0.28, 0.32], [-0.07, 0.51, 0.25], [0.30, 0.38, 0.33], [0.13, 0.06, -0.10], [0.27, 0.42, -0.61], [0.15, -0.39, 0.19], [-0.21, 0.08, 0.01], [0.17, -0.25, -0.22], [-0.96, -0.05, 1.01], [0.36, -0.53, -0.02], [0.90, 0.33, -0.89]]}